[1]
Entry from the OMol25 dataset: a molecular structure, C6H9MgO5Sn (ωB97M-V/def2-TZVPD).

Multiplicity   2
<S²>   0.754
Gap between HOMO and LUMO (spin up / spin down)   7.450 / 7.316 eV
Highest occupied orbital energy (spin up / spin down)   -7.48 / -7.88 eV

XYZ file:
```
22
C6H9MgO5Sn ωB97M-V/def2-TZVPD
Sn 0.12 -1.34 -1.58
Mg -1.55 0.33 -0.19
O -1.46 2.24 -0.10
O 1.72 -1.48 -0.57
O -0.23 -0.48 1.27
O -1.59 -1.72 -0.62
O -0.35 0.46 -1.79
C 0.07 1.79 -1.92
C -0.61 -1.85 1.56
C 2.01 -0.62 0.40
C -1.73 -2.17 0.63
C -0.22 2.59 -0.65
C 1.13 -0.17 1.35
H -0.91 -1.94 2.62
H -0.51 2.24 -2.75
H 0.28 -2.48 1.39
H -0.15 3.67 -0.88
H 3.07 -0.44 0.61
H 1.23 1.77 -2.01
H 1.45 0.27 2.29
H -2.42 -2.99 0.84
H 0.65 2.33 0.11
```

=====

[2]
Entry from the OMol25 dataset: C6H9N in the gas phase (ωB97M-V/def2-TZVPD).

Gap between HOMO and LUMO   10.384 eV
SMILES   C1=NCC2(C1)CC2
Highest occupied orbital energy   -9.36 eV

XYZ file:
```
16
C6H9N ωB97M-V/def2-TZVPD
N 1.09 1.41 -1.02
C -0.32 0.00 0.14
C -0.04 -0.61 -1.24
C 1.21 0.19 -1.39
C -0.14 1.47 -0.20
C 0.36 -0.46 1.42
C -1.08 -0.78 1.14
H 2.17 -0.25 -1.62
H -0.73 -0.23 -2.03
H -1.01 1.90 -0.71
H -1.87 -0.35 1.74
H -0.07 -1.70 -1.29
H 0.54 0.32 2.17
H -1.26 -1.80 0.82
H 1.11 -1.25 1.44
H 0.08 2.14 0.64
```

=====

[3]
Entry from the OMol25 dataset: C6H9N in the gas phase (ωB97M-V/def2-TZVPD).

Gap between HOMO and LUMO   9.649 eV
SMILES   C[C@]12C[C@H]1[C@H]1N[C@H]12
Highest occupied orbital energy   -8.57 eV

XYZ file:
```
16
C6H9N ωB97M-V/def2-TZVPD
N -1.80 -0.64 -0.91
C 0.43 -0.11 0.16
C -0.35 1.20 0.14
C -0.93 -0.88 0.21
C -1.68 0.39 0.12
C 0.54 0.84 -1.00
C 1.62 -0.73 0.84
H 1.43 -0.98 1.89
H 1.48 1.39 -0.98
H -2.59 0.69 0.63
H 0.18 0.67 -2.01
H -0.27 2.13 0.70
H 1.84 -1.68 0.32
H -1.31 -0.46 -1.78
H -1.09 -1.71 0.88
H 2.52 -0.12 0.79
```

=====

[4]
Entry from the OMol25 dataset: 2 unconnected molecules or ions with the total composition C6H9N (ωB97M-V/def2-TZVPD).

Gap between HOMO and LUMO   10.202 eV
SMILES   C=C=C1C[C@@H]2N[C@H]12.[H][H]
Highest occupied orbital energy   -9.14 eV

XYZ file:
```
16
C6H9N ωB97M-V/def2-TZVPD
N -0.78 -0.78 -1.42
C 0.31 0.11 -0.99
C 1.52 -0.39 2.26
C -0.08 0.50 0.49
C 0.56 0.20 1.59
C -1.36 1.13 -0.03
C -0.96 0.68 -1.43
H 2.07 -1.01 0.43
H -1.37 2.23 0.06
H 1.74 -0.97 -0.23
H -0.62 -1.09 -2.37
H -2.31 0.72 0.34
H -1.10 1.22 -2.35
H 1.21 0.15 -1.61
H 1.44 -1.43 2.54
H 2.47 0.10 2.47
```

=====

[5]
Entry from the OMol25 dataset: C6H9N in the gas phase (ωB97M-V/def2-TZVPD).

Gap between HOMO and LUMO   10.081 eV
SMILES   CC#CCN1CC1
Highest occupied orbital energy   -9.14 eV

XYZ file:
```
16
C6H9N ωB97M-V/def2-TZVPD
N -0.36 1.48 -0.43
C -1.01 0.24 -0.84
C -1.71 -0.38 0.32
C -1.21 -1.24 1.01
C 0.81 1.82 -1.21
C -0.23 -2.22 1.43
C 0.95 1.36 0.19
H 1.16 2.07 0.99
H -1.65 0.42 -1.69
H 1.39 0.37 0.34
H -0.24 -0.51 -1.15
H 1.12 1.12 -1.98
H 0.89 2.87 -1.47
H -0.62 -2.92 2.16
H 0.65 -1.71 1.82
H 0.07 -2.77 0.52
```

=====

[6]
Entry from the OMol25 dataset: C6H9N in the gas phase (ωB97M-V/def2-TZVPD).

Gap between HOMO and LUMO   8.865 eV
SMILES   Cc1c[nH]c(C)c1
Highest occupied orbital energy   -7.81 eV

XYZ file:
```
16
C6H9N ωB97M-V/def2-TZVPD
N -0.79 -1.11 1.01
C -0.66 -0.89 -0.32
C 1.51 2.00 0.58
C 0.27 0.08 1.75
C 0.10 0.22 -0.57
C -1.25 -1.69 -1.49
C 0.62 0.78 0.62
H 0.27 0.61 -1.56
H 1.70 2.42 1.57
H -1.58 -2.72 -1.28
H -2.12 -1.15 -1.90
H 2.48 1.72 0.15
H -0.52 -1.74 -2.31
H -1.25 -2.04 1.16
H 0.12 0.74 2.65
H 1.09 2.79 -0.06
```

=====

[7]
Entry from the OMol25 dataset: C6H9N in the gas phase (ωB97M-V/def2-TZVPD).

Gap between HOMO and LUMO   6.656 eV
Highest occupied orbital energy   -7.48 eV

XYZ file:
```
16
C6H9N ωB97M-V/def2-TZVPD
N -1.02 -0.46 1.81
C 0.68 0.14 -1.36
C 0.75 1.48 0.81
C -0.83 -0.54 0.47
C 0.34 0.45 -0.20
C -0.13 -1.48 1.37
C 0.07 0.32 -2.68
H 1.43 2.21 0.40
H 0.97 -1.43 1.35
H -1.48 -0.92 -0.31
H -0.85 0.90 -2.68
H -0.20 1.87 1.15
H 0.80 0.83 -3.33
H -0.46 -2.48 1.63
H 1.11 0.94 1.68
H -0.18 -0.65 -3.14
```

=====

[8]
Entry from the OMol25 dataset: C6H9N in the gas phase (ωB97M-V/def2-TZVPD).

Gap between HOMO and LUMO   10.227 eV
SMILES   CC#CCN1CC1
Highest occupied orbital energy   -9.15 eV

XYZ file:
```
16
C6H9N ωB97M-V/def2-TZVPD
N -1.41 -0.59 0.41
C 3.40 0.45 0.04
C -2.75 -0.30 -0.06
C -1.87 0.78 0.46
C 0.90 -0.37 -0.36
C -0.44 -0.90 -0.64
C 2.02 0.02 -0.19
H -2.92 -0.32 -1.14
H 3.46 1.26 0.77
H -0.78 -0.53 -1.62
H 3.87 0.79 -0.89
H -2.03 1.18 1.46
H -3.57 -0.69 0.54
H -1.46 1.48 -0.26
H 3.99 -0.39 0.42
H -0.38 -2.00 -0.72
```

=====

[9]
Entry from the OMol25 dataset: C6H9N in the gas phase (ωB97M-V/def2-TZVPD).

Gap between HOMO and LUMO   8.903 eV
SMILES   Cc1cc[nH]c1C
Highest occupied orbital energy   -7.86 eV

XYZ file:
```
16
C6H9N ωB97M-V/def2-TZVPD
N 1.17 1.21 -0.06
C -1.31 1.45 -0.09
C -0.08 0.62 0.01
C 1.49 -0.98 -0.02
C 0.08 -0.74 0.10
C 2.11 0.23 -0.06
C -1.04 -1.72 0.36
H 3.17 0.41 -0.15
H -1.48 -1.61 1.36
H -1.18 2.22 -0.86
H -1.87 -1.60 -0.35
H 1.34 2.15 -0.36
H 2.01 -1.67 -0.65
H -2.16 0.83 -0.38
H -0.69 -2.76 0.29
H -1.55 1.96 0.85
```

=====

[10]
Entry from the OMol25 dataset: C6H9N in the gas phase (ωB97M-V/def2-TZVPD).

Gap between HOMO and LUMO   10.014 eV
SMILES   CC#CCN1CC1
Highest occupied orbital energy   -8.98 eV

XYZ file:
```
16
C6H9N ωB97M-V/def2-TZVPD
N -0.45 1.58 0.21
C 0.86 0.96 0.20
C 0.66 -2.41 0.50
C 0.44 1.86 -0.89
C -1.28 -0.68 -0.07
C -1.66 0.74 0.01
C -0.41 -1.50 0.11
H 1.57 -1.84 0.77
H 0.91 -0.06 -0.17
H -2.22 1.10 -0.85
H -2.30 0.88 0.89
H 0.25 1.36 -1.84
H 0.82 2.88 -0.97
H 0.93 -3.10 -0.30
H 1.53 1.19 1.02
H 0.35 -2.96 1.39
```

=====

[11]
Entry from the OMol25 dataset: C6H9N in the gas phase (ωB97M-V/def2-TZVPD).

Gap between HOMO and LUMO   10.409 eV
SMILES   C#CC[C@]1(C)CN1
Highest occupied orbital energy   -9.42 eV

XYZ file:
```
16
C6H9N ωB97M-V/def2-TZVPD
N -0.27 0.76 1.73
C 0.73 0.75 -0.68
C 0.14 0.50 -2.03
C 0.71 -1.29 0.93
C -1.34 0.38 0.82
C 0.06 -0.01 0.51
C -0.36 0.29 -3.10
H 0.09 -1.97 1.53
H -1.74 1.25 0.33
H 1.81 0.52 -0.75
H 1.55 -1.02 1.59
H -2.05 -0.40 1.10
H -0.27 0.07 2.49
H -0.81 0.12 -4.06
H 0.66 1.81 -0.45
H 1.09 -1.77 0.04
```

=====

[12]
Entry from the OMol25 dataset: C6H9N in the gas phase (ωB97M-V/def2-TZVPD).

Gap between HOMO and LUMO   11.248 eV
SMILES   C[C@@H]1[C@H](C)[C@@H]1C#N
Highest occupied orbital energy   -10.37 eV

XYZ file:
```
16
C6H9N ωB97M-V/def2-TZVPD
N -0.39 -2.54 -1.35
C -0.55 -1.40 -1.27
C -0.64 0.04 -1.17
C -0.82 0.72 0.17
C 1.77 0.01 0.00
C -1.08 -0.07 1.43
C 0.53 0.76 -0.49
H 0.80 1.68 -1.00
H 1.60 -0.64 0.87
H -1.42 1.63 0.09
H 2.19 -0.62 -0.79
H -0.66 -1.08 1.37
H -2.15 -0.17 1.62
H 2.55 0.73 0.29
H -1.12 0.51 -2.03
H -0.63 0.45 2.28
```

=====

Table of energy above the lowest of the compared OMol25 structures with the same formula, charge and spin (kcal per mole), in record order: 0.00 54.88 82.49 137.80 104.72 55.61 160.55 73.19 18.82 90.29 76.15 24.74
Table of total energy (Ha), in record order: -1024.5577 -288.6946 -288.6506 -288.5624 -288.6152 -288.6934 -288.5262 -288.6654 -288.7521 -288.6382 -288.6607 -288.7426
Table of maximum force (eV/Å), in record order: 8.734 0.961 0.336 0.969 1.152 2.551 2.858 0.522 1.806 0.742 0.804 1.057